P | The following is a DFT calculation (ωB97M-V/def2-TZVPD) of 2 unconnected molecules or ions with the total composition C2H6NO2P.

The geometry in ORCA input format:
```
! RIJCOSX wB97M-V def2-TZVPD def2/J DEFGRID3
* xyz 0 1
C 0.776 0.582 0.152
C -1.581 0.804 0.324
N -0.413 0.158 -0.149
O 1.158 1.726 0.272
O -0.560 -1.685 0.427
P 2.088 -0.880 0.018
H -2.412 0.540 -0.269
H -1.855 0.844 1.407
H -1.301 1.810 -0.024
H -0.205 -2.117 -0.347
H 3.027 -0.415 -0.870
H 1.279 -1.366 -0.941
*
```

Calculated values
Gap between HOMO and LUMO (alpha / beta) = 7.77 / 7.78 eV
E_LUMO (alpha / beta) = -1.66 / -1.66 eV
HOMO level (alpha / beta) = -9.432 / -9.432 eV


Q | The following is a DFT calculation (ωB97M-V/def2-TZVPD) of a single C2H6NO2P molecule.

The geometry in ORCA input format:
```
! RIJCOSX wB97M-V def2-TZVPD def2/J DEFGRID3
* xyz 0 1
C 0.255 0.394 -0.185
C -0.987 1.285 -0.093
N 0.250 -0.871 0.030
O 1.503 0.895 -0.118
O -1.032 -1.503 0.267
P 2.694 -0.210 -0.075
H -0.939 2.339 -0.422
H -1.446 1.103 0.937
H -1.798 0.906 -0.725
H -0.619 -2.346 0.605
H 2.034 -1.160 -0.883
H 2.254 -1.071 0.926
*
```

Calculated values
Gap between HOMO and LUMO = 10.04 eV
E_LUMO = 0.84 eV
Structure (SMILES) = C/C(=N\O)OP
HOMO level = -9.198 eV


Going by the computed energies, the most stable comes first: Q, P.


P | The following is a DFT calculation (ωB97M-V/def2-TZVPD) of 2 unconnected molecules or ions with the total composition C2H8N2O.

The geometry in ORCA input format:
```
! RIJCOSX wB97M-V def2-TZVPD def2/J DEFGRID3
* xyz 0 1
C -0.609 -1.181 -0.187
C -0.865 1.284 0.388
N 0.515 -0.288 0.238
N 1.732 -0.337 -0.514
O -1.660 -0.656 0.442
H 0.733 -0.491 1.211
H 2.416 0.258 -0.057
H 1.534 0.069 -1.424
H -0.609 -1.126 -1.299
H -0.379 -2.218 0.107
H -1.071 1.424 -0.665
H -1.728 1.405 1.025
H -0.008 1.856 0.734
*
```

Calculated values
Gap between HOMO and LUMO = 9.08 eV
E_LUMO = 0.61 eV
HOMO level = -8.466 eV


Q | The following is a DFT calculation (ωB97M-V/def2-TZVPD) of 2 unconnected molecules or ions with the total composition C2H8N2O.

The geometry in ORCA input format:
```
! RIJCOSX wB97M-V def2-TZVPD def2/J DEFGRID3
* xyz 0 1
C 1.467 -0.833 -0.385
N 0.811 0.109 0.497
C 0.181 1.326 0.132
N -0.668 1.892 0.863
H 1.121 -1.881 -0.345
H 1.185 -0.520 -1.381
H 2.538 -0.789 -0.379
H 0.383 0.027 1.478
H 0.381 1.749 -0.885
H -0.697 2.937 0.762
H -2.057 -1.811 0.422
H -2.259 -0.637 -0.355
O -2.386 -1.570 -0.423
*
```

Calculated values
Gap between HOMO and LUMO = 10.03 eV
E_LUMO = 0.94 eV
Structure (SMILES) = [H]/N=C/NC.O
HOMO level = -9.090 eV


Going by the computed energies, the most stable comes first: Q, P.


P | The following is a DFT calculation (ωB97M-V/def2-TZVPD) of 2 unconnected molecules or ions with the total composition C2H8N2O.

The geometry in ORCA input format:
```
! RIJCOSX wB97M-V def2-TZVPD def2/J DEFGRID3
* xyz 0 1
C 1.010 -0.633 2.656
O 0.986 -1.610 1.641
H 0.406 0.254 2.487
H 2.060 -0.470 2.923
H 0.670 -1.069 3.609
N -1.376 1.150 -0.613
C -0.416 0.900 -1.412
N -0.496 0.374 -2.665
H 0.497 -1.324 0.865
H -1.142 0.809 0.311
H 0.648 0.898 -1.109
H 0.263 0.593 -3.299
H -1.387 0.198 -3.103
*
```

Calculated values
Gap between HOMO and LUMO = 10.00 eV
E_LUMO = 0.79 eV
Structure (SMILES) = [H]/N=C/N.CO
HOMO level = -9.211 eV


Q | The following is a DFT calculation (ωB97M-V/def2-TZVPD) of 2 unconnected molecules or ions with the total composition C2H8N2O.

The geometry in ORCA input format:
```
! RIJCOSX wB97M-V def2-TZVPD def2/J DEFGRID3
* xyz 0 1
C 0.295 -0.535 -0.389
C 1.153 0.175 0.335
N 2.065 1.153 -0.167
N -0.591 -1.497 0.058
H 0.221 -0.382 -1.462
H 1.198 0.008 1.409
H 2.875 0.741 -0.625
H 1.617 1.807 -0.779
H -0.557 -1.813 1.021
H -1.265 -1.960 -0.516
H -2.096 1.483 0.241
H -2.172 0.012 0.424
O -2.740 0.808 0.451
*
```

Calculated values
Gap between HOMO and LUMO = 9.25 eV
E_LUMO = 0.93 eV
Structure (SMILES) = N/C=C/N.O
HOMO level = -8.316 eV


R | The following is a DFT calculation (ωB97M-V/def2-TZVPD) of 2 unconnected molecules or ions with the total composition C2H8N2O.

The geometry in ORCA input format:
```
! RIJCOSX wB97M-V def2-TZVPD def2/J DEFGRID3
* xyz 0 1
N -1.982 -1.053 0.004
N -1.105 1.192 -0.279
O -1.203 0.035 0.570
H -0.126 1.477 -0.238
H -2.915 -0.701 -0.204
H -1.530 -1.322 -0.870
H -1.667 1.931 0.135
C 1.424 -0.812 -0.021
C 2.072 0.298 0.317
H 2.544 0.933 -0.416
H 2.072 0.661 1.333
H 1.397 -1.149 -1.046
H 1.019 -1.492 0.714
*
```

Calculated values
Gap between HOMO and LUMO = 11.01 eV
E_LUMO = 1.16 eV
Structure (SMILES) = C=C.NON
HOMO level = -9.843 eV


Going by the computed energies, the most stable comes first: Q, P, R.


P | The following is a DFT calculation (ωB97M-V/def2-TZVPD) of a molecular structure, C15H22N2O4.

The geometry in ORCA input format:
```
! RIJCOSX wB97M-V def2-TZVPD def2/J DEFGRID3
* xyz 0 1
C -3.144 1.354 0.587
C -1.778 0.955 0.040
C -4.335 0.490 0.888
C -4.337 -0.641 -0.168
C -4.673 -0.452 -1.627
C -5.125 -1.774 0.515
C 0.371 0.069 0.625
C 0.055 -1.338 -0.244
C 1.535 -0.340 1.642
C 2.756 -0.069 0.657
C 3.561 -1.091 0.122
C 3.291 1.211 0.211
C 4.916 -0.999 -0.182
C 4.519 1.382 -0.358
C 5.418 0.307 -0.397
H -3.600 2.196 -1.176
H -3.077 3.308 -0.067
H -2.911 1.924 1.645
H -5.226 1.208 1.083
H -3.987 -0.279 1.738
H -3.184 -1.000 -0.456
H -5.598 0.089 -1.861
H -3.701 0.139 -1.802
H -4.505 -1.237 -2.304
H -6.212 -1.370 0.397
H -4.704 -1.652 1.707
H -5.021 -2.860 0.152
H -1.679 0.174 2.033
H 0.956 0.752 -0.110
H 1.475 0.120 2.906
H 1.507 -1.585 1.696
H 2.918 -2.049 0.200
H 2.730 2.126 0.632
H 5.462 -1.748 -0.683
H 4.695 2.485 -0.901
H 7.303 -0.496 -0.501
H -0.986 -0.221 -1.507
N -3.677 2.516 -0.181
N -1.029 0.458 1.086
O -1.536 1.144 -1.206
O 0.366 -2.413 0.156
O 6.934 0.520 -0.426
O -0.502 -1.154 -1.401
*
```

Calculated values
Gap between HOMO and LUMO = 8.97 eV
E_LUMO = 0.20 eV
HOMO level = -8.766 eV


Q | The following is a DFT calculation (ωB97M-V/def2-TZVPD) of a single C15H22N2O4 molecule.

The geometry in ORCA input format:
```
! RIJCOSX wB97M-V def2-TZVPD def2/J DEFGRID3
* xyz 0 1
O -0.163 1.821 0.912
C -0.674 0.850 0.379
N 0.057 -0.054 -0.324
C 1.492 0.074 -0.459
C 2.176 -0.536 0.761
O 3.584 -0.465 0.562
C 1.920 -0.728 -1.682
O 1.597 -1.894 -1.776
N 2.731 -0.156 -2.646
C 4.035 -0.744 -2.944
C 5.043 0.172 -2.234
C 4.221 1.420 -1.906
O 2.937 1.228 -2.530
C -2.158 0.591 0.439
C -2.813 0.749 1.837
C -3.888 1.614 1.189
C -3.054 1.752 -0.080
C -5.382 1.355 1.238
C -4.788 2.590 1.808
C -4.832 3.353 3.071
C -4.998 4.050 1.726
H -0.369 -0.896 -0.678
H 1.737 1.129 -0.543
H 1.868 0.033 1.641
H 1.846 -1.575 0.855
H 4.024 -0.867 1.316
H 4.039 -1.772 -2.590
H 4.187 -0.739 -4.023
H 5.411 -0.290 -1.321
H 5.886 0.394 -2.884
H 4.090 1.534 -0.830
H 4.625 2.339 -2.327
H -2.418 -0.358 -0.030
H -3.136 -0.168 2.329
H -2.168 1.323 2.504
H -2.497 2.690 -0.107
H -3.555 1.590 -1.033
H -5.934 1.433 0.308
H -5.733 0.593 1.925
H -5.707 3.264 3.703
H -3.902 3.510 3.602
H -4.176 4.663 1.379
H -5.985 4.414 1.472
*
```

Calculated values
Gap between HOMO and LUMO = 9.92 eV
E_LUMO = 0.59 eV
Structure (SMILES) = O=C([C@H](CO)NC(=O)[C@H]1C[C@@]2(C1)C[C@]21CC1)N1CCCO1
HOMO level = -9.336 eV


R | The following is a DFT calculation (ωB97M-V/def2-TZVPD) of a single C15H22N2O4 molecule.

The geometry in ORCA input format:
```
! RIJCOSX wB97M-V def2-TZVPD def2/J DEFGRID3
* xyz 0 1
C 0.895 -1.131 0.909
C -0.558 -0.929 1.340
C 1.446 -0.062 -0.056
C 2.960 -0.011 -0.107
C 3.651 1.065 0.414
C 3.689 -1.066 -0.668
C 5.038 1.129 0.379
C 5.094 -1.021 -0.706
C 5.769 0.084 -0.175
C -2.806 -0.344 0.574
C -3.382 -1.403 -0.344
C -3.523 1.010 0.398
C -3.314 1.877 1.645
C -3.088 1.792 -0.853
C -3.264 1.041 -2.183
H 0.825 -3.166 1.021
H 0.315 -2.561 -0.426
H 1.487 -1.126 1.843
H 1.034 0.911 0.241
H 1.057 -0.246 -1.049
H 3.098 1.900 0.865
H 3.168 -1.950 -1.030
H 5.552 1.989 0.781
H 5.662 -1.819 -1.147
H 7.461 0.910 0.139
H -1.005 0.062 -0.400
H -3.005 -0.684 1.576
H -4.587 0.795 0.326
H -2.260 2.047 1.850
H -3.814 2.843 1.560
H -3.730 1.403 2.559
H -2.082 2.122 -0.752
H -3.682 2.700 -0.887
H -3.041 1.688 -3.017
H -2.610 0.203 -2.294
H -4.282 0.670 -2.312
H -2.942 -2.851 -1.449
N 1.036 -2.464 0.310
N -1.374 -0.240 0.479
O -0.989 -1.462 2.356
O 7.126 0.071 -0.252
O -4.576 -1.580 -0.530
O -2.448 -2.195 -0.926
*
```

Calculated values
Gap between HOMO and LUMO = 8.99 eV
E_LUMO = 0.51 eV
Structure (SMILES) = CC[C@H](C)[C@H](NC(=O)[C@@H](N)Cc1ccc(O)cc1)C(=O)O
HOMO level = -8.478 eV


S | The following is a DFT calculation (ωB97M-V/def2-TZVPD) of a single C15H22N2O4 molecule.

The geometry in ORCA input format:
```
! RIJCOSX wB97M-V def2-TZVPD def2/J DEFGRID3
* xyz 0 1
C 0.583 -1.759 0.942
C 0.386 -1.956 -0.563
C 2.064 -1.985 1.054
C 2.867 -0.870 0.364
C 3.908 -1.111 -0.506
C 2.745 0.391 0.859
C 4.591 -0.083 -1.137
C 3.389 1.449 0.285
C 4.270 1.256 -0.783
C -1.694 -0.585 -0.385
C -2.997 -1.026 -1.122
C -1.653 0.906 -0.159
C -2.996 1.283 0.421
C -4.195 1.730 -0.464
C -2.740 2.486 1.380
H -0.080 -2.812 2.639
H -0.028 -3.689 1.301
H 0.281 -0.743 1.120
H 2.400 -3.004 0.666
H 2.346 -1.998 2.112
H 4.203 -2.081 -0.816
H 2.259 0.691 1.735
H 5.209 -0.338 -1.989
H 3.267 2.384 0.733
H 4.558 3.070 -1.125
H -0.349 -0.902 -2.076
H -1.788 -1.099 0.665
H -1.431 1.403 -1.113
H -0.817 1.269 0.393
H -3.444 0.430 0.972
H -4.638 0.928 -1.102
H -5.025 2.215 0.130
H -4.011 2.563 -1.103
H -2.414 3.291 0.684
H -1.929 2.266 2.031
H -3.644 2.870 1.831
H -2.137 -0.254 -2.621
N -0.180 -2.785 1.664
N -0.577 -1.167 -1.126
O 1.228 -2.478 -1.317
O 5.002 2.267 -1.320
O -4.009 -1.442 -0.662
O -2.782 -0.982 -2.490
*
```

Calculated values
Gap between HOMO and LUMO = 8.86 eV
E_LUMO = 0.40 eV
Structure (SMILES) = CC(C)C[C@H](NC(=O)[C@@H](N)Cc1ccc(O)cc1)C(=O)O
HOMO level = -8.457 eV


Going by the computed energies, the most stable comes first: R, S, Q, P.


P | The following is a DFT calculation (ωB97M-V/def2-TZVPD) of a molecular structure, C9H7NO.

The geometry in ORCA input format:
```
! RIJCOSX wB97M-V def2-TZVPD def2/J DEFGRID3
* xyz 0 1
C -0.285 -1.778 2.639
C -0.309 -0.402 2.803
C -0.130 0.446 1.620
C -0.037 -0.203 0.416
C -0.084 -1.612 0.241
C -0.115 -2.420 1.412
C 0.073 0.674 -0.780
C 0.291 2.319 -2.219
C 0.282 1.098 -2.915
H -0.307 -2.545 3.781
H -0.475 0.351 3.704
H -0.247 1.502 1.648
H -0.100 -2.142 -0.836
H -0.253 -3.539 1.345
H 0.339 3.252 -2.759
H 0.636 0.600 -4.078
N 0.126 1.954 -0.878
O 0.177 0.013 -1.996
*
```

Calculated values
Gap between HOMO and LUMO = 9.32 eV
E_LUMO = 0.63 eV
HOMO level = -8.691 eV


Q | The following is a DFT calculation (ωB97M-V/def2-TZVPD) of a single C9H7NO molecule.

The geometry in ORCA input format:
```
! RIJCOSX wB97M-V def2-TZVPD def2/J DEFGRID3
* xyz 0 1
C 3.074 -0.033 -0.030
C 2.342 -1.237 0.077
C 0.940 -1.222 0.108
C 0.243 -0.017 0.125
C 0.896 1.185 -0.058
C 2.331 1.211 -0.041
C -1.297 -0.018 0.105
C -3.337 0.072 0.574
C -3.218 -0.039 -0.664
H 4.073 0.136 -0.171
H 2.828 -2.028 0.013
H 0.132 -2.187 0.180
H 0.462 2.263 0.029
H 2.862 2.007 -0.101
H -4.241 -0.006 1.242
H -4.088 -0.043 -1.583
N -2.048 0.109 1.234
O -1.954 -0.152 -1.039
*
```

Calculated values
Gap between HOMO and LUMO = 10.45 eV
E_LUMO = 0.95 eV
Structure (SMILES) = c1ccc(-c2ncco2)cc1
HOMO level = -9.501 eV


Going by the computed energies, the most stable comes first: P, Q.


P | The following is a DFT calculation (ωB97M-V/def2-TZVPD) of a molecular structure, C3H2N4O.

The geometry in ORCA input format:
```
! RIJCOSX wB97M-V def2-TZVPD def2/J DEFGRID3
* xyz 0 1
C 1.053 0.976 0.148
C -1.129 0.325 0.890
C 0.415 -0.870 -1.201
H -2.057 0.855 1.698
H 0.713 -1.446 -2.224
N -0.236 1.145 0.747
N -1.177 -1.025 0.659
N -0.393 -1.634 -0.208
N 0.710 0.517 -1.139
O 2.101 1.157 0.630
*
```

Calculated values
Gap between HOMO and LUMO = 7.32 eV
E_LUMO = -2.35 eV
HOMO level = -9.666 eV


Q | The following is a DFT calculation (ωB97M-V/def2-TZVPD) of a single C3H2N4O molecule.

The geometry in ORCA input format:
```
! RIJCOSX wB97M-V def2-TZVPD def2/J DEFGRID3
* xyz 0 1
C -0.470 -1.002 0.707
C 0.626 -0.688 -0.327
C 1.081 0.576 -0.563
H 1.205 -1.656 -0.571
H 1.909 0.972 -1.441
N 0.498 1.634 0.342
N -0.697 1.726 0.467
N -1.678 0.893 -0.244
N -1.732 -0.316 0.281
O -0.742 -2.138 1.347
*
```

Calculated values
Gap between HOMO and LUMO = 7.79 eV
E_LUMO = -2.06 eV
Structure (SMILES) = O=c1ccnnnn1
HOMO level = -9.854 eV


Going by the computed energies, the most stable comes first: P, Q.


P | The following is a DFT calculation (ωB97M-V/def2-TZVPD) of 2 unconnected molecules or ions with the total composition H4N2O2.

The geometry in ORCA input format:
```
! RIJCOSX wB97M-V def2-TZVPD def2/J DEFGRID3
* xyz 0 1
H 0.995 -0.010 -0.285
H 1.439 -2.072 -1.382
H -1.820 1.696 1.593
H -0.834 0.318 0.012
N 1.892 -0.442 -0.216
N 1.939 -1.641 -0.575
O -1.813 1.766 0.602
O -1.797 0.386 0.250
*
```

Calculated values
Gap between HOMO and LUMO = 9.26 eV
E_LUMO = -0.10 eV
Structure (SMILES) = [H]/N=N\[H].OO
HOMO level = -9.357 eV


Q | The following is a DFT calculation (ωB97M-V/def2-TZVPD) of 2 unconnected molecules or ions with the total composition H4N2O2.

The geometry in ORCA input format:
```
! RIJCOSX wB97M-V def2-TZVPD def2/J DEFGRID3
* xyz 0 1
H 1.652 1.636 -1.675
H 0.899 -0.302 -1.044
H -0.423 0.516 -0.450
H -1.312 -1.804 1.086
N 0.213 0.431 -1.266
N -0.869 -1.015 1.552
O 1.048 1.587 -0.923
O -1.209 -1.048 2.719
*
```

Calculated values
Gap between HOMO and LUMO = 8.76 eV
E_LUMO = -0.77 eV
Structure (SMILES) = N=O.NO
HOMO level = -9.530 eV


Going by the computed energies, the most stable comes first: Q, P.


P | The following is a DFT calculation (ωB97M-V/def2-TZVPD) of a molecular structure, C4H4N2O2.

The geometry in ORCA input format:
```
! RIJCOSX wB97M-V def2-TZVPD def2/J DEFGRID3
* xyz 0 1
C -0.643 0.003 0.681
C 0.116 -1.406 0.441
C 1.257 -0.450 -0.146
C -1.966 0.127 -0.049
H 0.512 2.644 0.749
H -0.941 0.372 1.724
H 0.569 -1.818 1.431
H 0.058 -2.311 -0.303
N 0.532 0.626 0.281
N -3.004 -0.297 -0.682
O 0.712 1.837 -0.218
O 2.353 -0.691 -0.577
*
```

Calculated values
Gap between HOMO and LUMO = 9.68 eV
E_LUMO = -0.49 eV
HOMO level = -10.169 eV


Q | The following is a DFT calculation (ωB97M-V/def2-TZVPD) of a single C4H4N2O2 molecule.

The geometry in ORCA input format:
```
! RIJCOSX wB97M-V def2-TZVPD def2/J DEFGRID3
* xyz 0 1
C -1.541 -0.127 0.237
C 1.167 -0.748 -0.377
C 0.416 0.404 -0.569
C -0.436 0.557 0.769
H 2.221 -0.921 -0.798
H -0.258 0.475 -1.552
H 1.220 1.888 0.695
H 0.000 0.045 1.619
N 0.442 -1.794 0.105
N 0.255 1.683 0.098
O -2.505 0.044 -0.535
O -0.980 -1.507 0.309
*
```

Calculated values
Gap between HOMO and LUMO = 10.02 eV
E_LUMO = -0.12 eV
Structure (SMILES) = O=C1ON=C[C@@H]2N[C@@H]12
HOMO level = -10.144 eV


Going by the computed energies, the most stable comes first: P, Q.